1.
DFT (the ωB97M-V functional and the def2-TZVPD basis) results for a structure of composition C47H54CuO8P3.

The geometry in XYZ format:
```
113
Properties=species:S:1:pos:R:3:forces:R:3:lowdin_spin:R:1
Cu -0.105 1.233 -1.204 -0.06 0.47 0.13 0.0566
O 3.037 1.672 0.983 0.01 0.23 -0.01 0.0000
C 2.784 0.492 0.895 0.07 -0.25 -0.01 0.0000
O 1.870 0.993 -1.368 0.03 -0.08 0.02 0.0003
C 2.922 -0.209 2.247 0.02 0.06 -0.09 0.0000
C 4.096 -0.881 2.555 0.06 -0.06 0.05 0.0000
C 4.353 -1.290 3.856 -0.02 -0.01 -0.04 0.0000
C 3.445 -1.017 4.868 0.03 0.01 -0.01 0.0000
C 2.262 -0.361 4.564 -0.02 -0.04 0.06 0.0000
C 1.985 0.022 3.258 -0.09 0.11 0.09 0.0001
P 0.418 0.760 2.732 -0.09 -0.01 0.19 0.0003
C 0.337 2.475 3.286 0.03 -0.08 -0.08 0.0000
C 0.205 2.841 4.621 0.02 -0.02 -0.03 0.0000
C 0.172 4.179 4.969 -0.01 0.03 0.02 0.0000
C 0.261 5.151 3.981 -0.03 0.03 0.02 0.0000
C 0.376 4.787 2.650 -0.02 -0.03 -0.05 0.0000
C 0.417 3.446 2.295 -0.02 -0.02 0.03 -0.0001
C -0.923 -0.105 3.589 0.11 0.09 -0.01 0.0000
C -0.810 -1.316 4.261 0.08 -0.05 -0.02 0.0000
C -1.947 -1.948 4.746 -0.01 -0.06 0.04 0.0000
C -3.195 -1.379 4.553 -0.03 0.01 -0.01 0.0000
C -3.316 -0.179 3.864 -0.08 -0.04 0.04 0.0001
C -2.185 0.449 3.380 -0.03 0.00 0.06 0.0004
H 4.818 -1.051 1.768 0.06 -0.01 -0.05 0.0000
H 5.275 -1.810 4.084 0.04 -0.01 0.00 0.0000
H 3.654 -1.315 5.886 0.01 -0.02 0.05 0.0000
H 1.546 -0.160 5.351 -0.02 0.01 0.03 0.0000
H 0.114 2.082 5.386 -0.01 -0.09 0.09 0.0000
H 0.068 4.466 6.005 -0.01 0.02 0.09 0.0000
H 0.225 6.196 4.254 0.01 0.07 0.02 0.0000
H 0.429 5.545 1.882 0.01 0.04 -0.05 0.0000
H 0.495 3.139 1.260 0.03 -0.03 -0.09 -0.0004
H 0.158 -1.781 4.393 -0.02 0.00 -0.01 0.0000
H -1.854 -2.893 5.268 0.00 0.01 -0.01 0.0000
H -4.079 -1.877 4.930 -0.03 -0.01 0.01 0.0000
H -4.287 0.267 3.692 -0.03 0.01 -0.01 0.0001
H -2.282 1.366 2.817 -0.04 0.18 -0.10 0.0006
C 2.801 0.012 -6.187 -0.14 0.02 -0.01 0.0000
C 1.372 0.119 -5.675 -0.03 -0.03 -0.18 0.0000
C 1.116 1.409 -4.918 -0.02 -0.04 -0.06 -0.0001
O 1.050 -1.073 -4.933 0.10 -0.08 0.13 0.0001
P 0.910 -1.170 -3.328 0.00 0.09 -0.15 0.0002
O -0.190 -0.346 -2.803 0.06 -0.27 0.01 0.0013
C 2.572 -0.958 -2.668 -0.21 -0.07 0.03 0.0000
P 2.562 -0.279 -0.880 -0.11 0.08 -0.06 0.0002
O 0.269 0.652 1.265 -0.04 -0.14 -0.19 0.0029
O 1.795 -1.686 -0.490 0.35 -0.05 -0.04 0.0002
C 1.136 -2.222 0.659 -0.18 0.25 0.19 0.0001
C -0.309 -2.460 0.268 0.05 0.02 0.01 0.0004
C 1.852 -3.487 1.108 -0.09 0.14 -0.10 0.0000
O 4.229 -0.393 -0.696 0.04 0.02 -0.04 0.0000
C 5.303 -1.138 -1.258 0.10 -0.02 0.05 0.0000
C 5.079 -2.639 -1.169 0.06 0.03 0.01 0.0000
C 5.741 -0.690 -2.651 -0.02 0.01 0.16 0.0000
O 0.543 -2.717 -3.205 -0.06 0.11 0.09 0.0000
C 1.332 -3.737 -3.821 0.06 -0.09 -0.10 0.0000
C 0.488 -4.388 -4.901 0.10 0.03 0.05 0.0000
C 1.764 -4.702 -2.735 0.02 0.02 -0.10 0.0000
H 2.983 0.788 -6.929 0.02 0.06 -0.05 0.0000
H 2.966 -0.958 -6.653 0.00 -0.08 -0.04 0.0000
H 3.525 0.139 -5.385 0.05 0.00 0.11 0.0000
H 0.694 0.075 -6.536 0.08 0.04 0.08 0.0000
H 1.730 1.487 -4.022 0.09 0.02 0.13 0.0000
H 0.080 1.481 -4.603 -0.11 0.02 0.02 -0.0001
H 1.352 2.247 -5.572 0.01 0.06 -0.04 0.0000
H 3.067 -0.198 -3.266 0.02 0.03 -0.05 0.0000
H 3.079 -1.913 -2.821 0.00 0.07 -0.01 0.0000
H 1.155 -1.490 1.467 -0.02 -0.24 -0.17 0.0000
H -0.354 -3.073 -0.632 -0.01 -0.07 -0.05 0.0000
H -0.795 -1.508 0.058 -0.02 0.05 -0.02 0.0006
H -0.847 -2.962 1.073 -0.05 -0.02 0.08 0.0000
H 1.890 -4.218 0.299 -0.02 -0.02 -0.04 0.0000
H 1.321 -3.935 1.950 -0.02 0.00 0.03 0.0000
H 2.868 -3.265 1.426 0.13 0.03 0.03 0.0000
H 6.138 -0.894 -0.583 -0.13 -0.04 -0.10 0.0000
H 4.304 -2.977 -1.851 -0.01 -0.05 -0.02 0.0000
H 4.781 -2.918 -0.161 -0.04 -0.03 0.11 0.0000
H 6.002 -3.163 -1.416 0.07 -0.05 -0.02 0.0000
H 5.094 -1.071 -3.433 -0.11 -0.06 -0.11 0.0000
H 6.750 -1.058 -2.846 0.02 -0.01 0.02 0.0000
H 5.753 0.396 -2.703 0.00 0.10 -0.01 0.0000
H 2.213 -3.277 -4.284 -0.02 -0.08 0.00 0.0000
H -0.426 -4.785 -4.465 -0.08 -0.05 0.06 0.0000
H 1.035 -5.204 -5.371 0.05 -0.08 -0.06 0.0000
H 0.221 -3.656 -5.658 -0.02 0.07 -0.05 0.0000
H 0.888 -5.131 -2.251 -0.09 -0.04 0.03 0.0000
H 2.344 -4.182 -1.977 0.05 0.06 0.07 0.0000
H 2.364 -5.510 -3.155 0.04 -0.04 -0.02 0.0000
C -1.787 1.982 -0.811 0.36 -0.28 -0.24 0.2429
C -2.981 2.160 -0.551 -0.22 0.24 0.26 0.0799
C -4.309 2.334 -0.199 0.09 -0.04 0.02 0.2663
C -4.627 2.882 1.117 0.05 0.15 0.06 0.0186
C -5.783 2.522 1.824 0.00 -0.11 -0.05 0.0475
C -6.024 3.009 3.096 -0.04 0.02 0.09 -0.0029
C -5.130 3.879 3.703 -0.01 0.04 0.06 0.0569
C -3.981 4.252 3.016 0.00 -0.05 0.07 -0.0027
C -3.731 3.760 1.750 -0.02 -0.13 -0.08 0.0471
C -5.346 1.918 -1.131 -0.05 -0.03 -0.06 0.0166
C -6.635 2.471 -1.125 -0.02 0.04 0.01 0.0514
C -7.585 2.078 -2.051 -0.06 0.01 -0.02 -0.0036
C -7.280 1.126 -3.012 -0.05 -0.05 -0.05 0.0606
C -6.002 0.580 -3.040 -0.04 0.00 -0.03 -0.0032
C -5.049 0.970 -2.121 -0.01 0.00 -0.01 0.0504
H -6.478 1.818 1.384 0.01 0.01 0.00 0.0016
H -6.916 2.695 3.624 -0.04 -0.01 0.03 -0.0017
H -5.323 4.257 4.699 0.00 0.01 0.02 0.0042
H -3.265 4.920 3.474 0.06 0.06 0.05 -0.0016
H -2.828 4.036 1.223 0.09 0.00 -0.05 0.0023
H -6.881 3.240 -0.406 0.00 0.01 0.01 0.0019
H -8.568 2.531 -2.029 -0.04 0.01 0.00 -0.0018
H -8.025 0.818 -3.735 0.00 0.00 0.00 0.0043
H -5.745 -0.157 -3.787 0.01 -0.07 -0.07 -0.0017
H -4.051 0.555 -2.150 0.06 -0.02 0.00 0.0030
```
Forces are in eV/Å.

- LUMO energy (alpha / beta) (eV) = 2.456 / 2.370
- net charge = -1
- multiplicity = 2
- <S²> = 0.78
- electronic energy (hartree) = -5090.027788
- gap between HOMO and LUMO (alpha / beta) (Ha) = 0.210 / 0.241


2.
DFT (the ωB97M-V functional and the def2-TZVPD basis) results for a structure of composition C47H54F12GeNO2PtSi4Te.

The geometry in XYZ format:
```
123
Properties=species:S:1:pos:R:3:forces:R:3:lowdin_spin:R:1
Pt -0.546 1.273 0.241 -1.36 1.24 -0.09 0.2224
C -2.776 -3.753 3.091 -0.09 0.12 -0.01 -0.0050
C -2.489 -2.324 2.736 -0.01 0.05 -0.08 -0.0275
C -1.562 -1.564 3.438 -0.21 -0.10 0.10 0.0036
C -1.375 -0.238 3.142 -0.38 0.34 -0.26 -0.0241
C -2.098 0.412 2.110 -0.56 -1.98 1.01 0.0131
N -1.938 1.730 1.824 1.70 -0.36 -1.87 -0.0812
C -1.781 2.699 2.734 -0.03 0.99 1.19 -0.0030
C -2.314 2.517 4.032 -0.05 -0.24 -0.36 -0.0078
C -2.275 3.499 4.988 0.13 0.28 0.08 0.0006
C -1.691 4.727 4.708 -0.08 -0.02 0.11 -0.0067
C -1.634 5.826 5.731 -0.02 -0.05 -0.11 -0.0012
C -1.197 4.938 3.428 -0.05 -0.16 0.40 0.0011
C -1.226 3.971 2.435 0.04 -0.31 -0.02 -0.0076
C -0.755 4.368 1.023 0.28 0.77 0.15 0.0025
O -0.806 3.514 0.015 -0.23 -0.70 -0.34 0.0748
C -1.625 5.612 0.610 -0.22 0.55 -0.46 0.0022
F -2.918 5.486 0.931 -0.20 -0.38 0.11 0.0004
F -1.591 5.843 -0.708 0.06 -0.18 -0.14 0.0010
F -1.238 6.791 1.172 0.26 0.14 0.30 0.0011
C 0.740 4.883 1.061 0.57 0.14 -0.11 -0.0007
F 1.180 5.603 2.120 -0.26 0.01 0.27 -0.0001
F 1.024 5.657 -0.007 -0.15 0.05 -0.28 0.0000
F 1.572 3.837 0.982 0.02 -0.10 0.05 0.0015
C -3.008 -0.391 1.360 0.20 0.39 0.25 -0.0278
C -3.192 -1.719 1.699 0.31 -0.13 0.37 0.0058
C -3.794 0.270 0.223 -0.59 -0.16 0.42 0.0057
O -3.104 1.058 -0.594 0.89 0.78 -0.42 0.1207
C -4.487 -0.790 -0.679 -0.40 -0.35 -0.55 0.0052
F -3.624 -1.736 -1.098 0.21 -0.17 0.09 0.0181
F -4.972 -0.245 -1.800 -0.02 0.22 -0.14 0.0007
F -5.534 -1.457 -0.136 -0.09 -0.10 0.35 0.0008
C -4.962 1.077 0.879 -0.74 0.12 0.32 0.0004
F -4.618 2.276 1.320 0.37 0.15 -0.01 0.0002
F -5.510 0.426 1.938 0.07 -0.20 0.16 0.0008
F -6.001 1.277 0.038 -0.03 0.07 -0.35 0.0000
H -1.985 -4.169 3.710 0.10 -0.10 0.08 0.0000
H -2.874 -4.357 2.190 -0.01 -0.16 -0.05 -0.0009
H -3.719 -3.819 3.642 0.01 -0.13 0.03 -0.0019
H -0.989 -2.017 4.238 0.10 -0.06 0.02 0.0009
H -0.661 0.341 3.709 0.08 0.03 0.01 -0.0009
H -2.806 1.577 4.247 0.02 0.00 0.03 0.0001
H -2.711 3.312 5.962 -0.01 0.00 0.08 0.0001
H -1.921 5.457 6.716 0.01 0.02 0.07 0.0000
H -2.313 6.637 5.460 -0.03 0.13 0.06 -0.0005
H -0.628 6.238 5.790 0.06 0.10 0.10 -0.0003
H -0.781 5.913 3.225 0.02 -0.02 -0.11 0.0001
H -3.909 -2.330 1.175 -0.05 0.00 -0.09 0.0009
C -1.760 -4.332 -1.154 0.37 0.44 -0.41 0.0008
Si -0.309 -3.970 -2.349 0.00 -1.00 0.31 0.0030
C -0.503 -5.221 -3.804 0.04 0.62 0.31 -0.0004
C 1.281 -4.539 -1.435 -0.39 0.51 -0.33 0.0006
Si -0.174 -1.749 -3.225 0.30 -0.37 -0.39 0.0720
Te -1.261 0.230 -2.011 0.89 -0.33 -0.14 0.4752
Si 2.104 -1.540 -3.927 0.81 -0.10 -0.45 0.0210
C 2.469 -2.893 -5.248 -0.31 0.37 0.42 0.0066
C 3.424 -1.799 -2.571 -0.66 0.10 -0.22 0.0015
C 2.463 0.126 -4.800 -0.39 -0.41 0.36 0.0020
Si -1.527 -1.704 -5.205 -0.55 0.14 -0.85 0.0034
C -3.356 -2.015 -4.733 0.66 0.19 0.11 0.0022
C -1.395 0.035 -6.002 0.02 -0.40 0.53 0.0045
C -1.208 -2.881 -6.704 0.21 0.20 0.71 0.0003
H -1.678 -5.302 -0.668 0.20 -0.20 -0.04 0.0000
H -2.707 -4.300 -1.683 -0.21 0.05 -0.11 0.0000
H -1.805 -3.573 -0.380 -0.03 0.20 0.23 0.0003
H -0.345 -6.252 -3.498 0.06 -0.14 0.24 -0.0001
H 0.211 -4.995 -4.589 0.20 0.03 -0.21 0.0000
H -1.493 -5.156 -4.244 -0.26 0.06 -0.09 0.0000
H 1.150 -5.491 -0.925 -0.22 -0.18 0.01 0.0001
H 1.572 -3.808 -0.687 0.11 0.12 0.12 0.0000
H 2.110 -4.646 -2.128 0.16 -0.01 -0.19 0.0000
H 2.412 -3.881 -4.804 -0.02 -0.28 0.14 0.0000
H 3.456 -2.790 -5.693 0.24 0.15 0.02 0.0012
H 1.740 -2.857 -6.049 -0.19 0.01 -0.22 0.0001
H 3.507 -2.844 -2.291 -0.06 -0.23 0.02 0.0000
H 3.160 -1.245 -1.677 -0.03 0.10 0.17 0.0000
H 4.412 -1.458 -2.874 0.04 0.11 -0.23 0.0003
H 1.952 0.186 -5.757 -0.13 -0.05 -0.19 0.0000
H 3.524 0.293 -4.969 0.18 -0.14 0.06 0.0000
H 2.095 0.941 -4.186 -0.07 0.23 0.13 0.0017
H -3.626 -1.356 -3.915 -0.13 0.12 0.22 0.0027
H -3.502 -3.035 -4.391 0.01 -0.24 0.10 0.0000
H -4.054 -1.834 -5.547 0.04 0.07 -0.27 0.0001
H -1.559 0.790 -5.239 -0.02 0.21 0.12 0.0052
H -2.113 0.203 -6.800 -0.21 -0.16 -0.12 0.0001
H -0.403 0.196 -6.413 0.24 -0.01 -0.06 0.0000
H -1.271 -3.923 -6.414 0.00 -0.30 0.08 0.0000
H -0.221 -2.718 -7.124 0.25 0.04 -0.10 0.0000
H -1.929 -2.717 -7.501 -0.24 0.20 -0.01 0.0001
C 5.211 1.430 -1.973 0.12 -0.02 -0.10 -0.0001
C 3.968 2.002 -2.177 0.12 0.11 -0.20 -0.0002
C 2.941 1.759 -1.282 -0.24 0.12 0.03 -0.0020
C 3.131 0.951 -0.169 -0.60 0.15 0.12 0.0019
C 4.374 0.352 -0.002 -0.12 -0.13 0.18 0.0007
C 5.407 0.587 -0.893 0.19 -0.07 0.09 0.0002
Ge 1.633 0.842 1.163 0.70 -0.89 0.11 0.0543
C 2.509 1.811 2.703 -0.50 0.08 -0.36 0.0162
C 3.828 2.249 2.656 0.02 -0.12 -0.28 0.0031
C 4.388 2.975 3.691 0.23 0.09 0.16 0.0005
C 3.643 3.275 4.819 0.04 0.08 0.09 0.0013
C 2.326 2.852 4.884 -0.03 0.07 0.24 0.0000
C 1.775 2.137 3.837 -0.24 -0.13 -0.03 0.0029
C 1.759 -1.043 1.868 -0.35 0.41 -0.12 0.0203
C 2.520 -1.397 2.976 0.17 0.31 -0.02 0.0032
C 2.465 -2.671 3.513 0.18 -0.11 0.23 0.0008
C 1.630 -3.623 2.957 -0.12 -0.22 0.03 0.0009
C 0.845 -3.287 1.866 0.08 -0.08 0.04 0.0000
C 0.919 -2.013 1.333 -0.09 0.03 -0.31 0.0043
H 6.027 1.634 -2.656 0.02 -0.01 -0.07 0.0000
H 3.806 2.642 -3.033 -0.05 0.06 -0.05 0.0000
H 1.967 2.211 -1.431 -0.04 0.09 -0.07 -0.0020
H 4.526 -0.311 0.841 0.09 -0.07 0.08 0.0001
H 6.369 0.114 -0.743 0.05 -0.03 0.02 0.0000
H 4.429 2.031 1.785 0.07 0.08 -0.05 0.0002
H 5.411 3.325 3.611 0.04 -0.03 0.00 0.0001
H 4.080 3.844 5.632 -0.02 0.01 -0.03 0.0001
H 1.717 3.097 5.746 -0.04 0.00 0.03 0.0000
H 0.735 1.847 3.896 -0.15 0.04 0.05 0.0007
H 3.152 -0.649 3.437 0.07 0.03 0.10 0.0004
H 3.066 -2.916 4.383 0.01 -0.01 -0.01 0.0001
H 1.578 -4.617 3.385 -0.02 -0.03 0.01 0.0001
H 0.160 -4.008 1.445 -0.08 -0.12 -0.08 0.0000
H 0.284 -1.744 0.493 -0.09 0.00 -0.01 0.0001
```
Forces are in eV/Å.

- LUMO energy (alpha / beta) (eV) = 3.970 / 3.238
- net charge = -2
- multiplicity = 2
- <S²> = 1.09
- electronic energy (hartree) = -6849.413628
- gap between HOMO and LUMO (alpha / beta) (Ha) = 0.210 / 0.171